# 1
2 unconnected molecules or ions with the total composition C7H15BrF2NO in a non-equilibrium geometry, computed with the ωB97M-V functional and the def2-TZVPD basis.

## Properties
* E_HOMO (alpha / beta): -12.57 / -10.97 eV
* orbital gap (alpha / beta): 8.90 / 5.78 eV
* DFT total energy: -3179.0305 Ha
* ΔE to the lowest compared entry with this formula, charge and spin: 79.1 kcal/mol
* LUMO (alpha / beta): -3.7 / -5.2 eV
* net charge: +1
* largest force on an atom: 4.08 eV/Å

Cartesian coordinates (Å):
C 0.221 1.752 -0.369
C -0.397 1.015 1.816
C 1.891 0.259 0.931
C -0.310 -1.341 -1.324
C 0.444 0.501 0.623
C -0.378 -0.738 0.049
C -3.047 0.615 -0.779
N -1.607 -1.808 -1.762
O -1.270 -1.347 0.806
F -3.686 0.260 -1.931
F -3.126 1.942 -0.768
Br -3.874 -0.075 0.845
H 1.088 1.770 -1.079
H -0.773 1.554 -0.865
H 0.103 2.664 0.243
H -0.504 0.534 2.757
H -0.024 1.930 2.131
H -1.348 1.184 1.441
H 2.153 1.198 1.163
H 2.522 -0.021 0.173
H 2.134 -0.436 1.758
H 0.057 -0.555 -2.102
H 0.372 -2.218 -1.259
H -2.027 -0.941 -2.206
H -2.054 -2.133 -0.825
H -1.383 -2.522 -2.460
H -1.224 -0.882 1.669

# 2
C4H5NO2 in the gas phase, computed with the ωB97M-V functional and the def2-TZVPD basis.

## Properties
* E_HOMO (alpha / beta): -7.35 / -7.35 eV
* orbital gap (alpha / beta): 7.05 / 7.04 eV
* DFT total energy: -360.4387 Ha
* ΔE to the lowest compared entry with this formula, charge and spin: 144.8 kcal/mol
* LUMO (alpha / beta): -0.3 / -0.3 eV
* net charge: 0
* largest force on an atom: 0.69 eV/Å

Cartesian coordinates (Å):
N 1.537 0.212 2.029
C 0.670 -0.041 1.058
C -0.378 0.402 0.385
C -0.830 0.112 -0.894
O -2.140 0.004 -1.213
C 0.124 -0.582 -1.804
O 1.252 -0.223 -2.023
H 2.025 -0.611 2.355
H 1.402 0.907 2.758
H -0.782 1.472 -0.200
H -2.632 -0.059 -0.376
H -0.248 -1.594 -2.076

# 3
A gas-phase ion, C2H5BrN3 (charge +1) in a non-equilibrium geometry, computed with the ωB97M-V functional and the def2-TZVPD basis.

## Properties
* SMILES: C=[N+]=N[C@H](N)Br
* E_HOMO: -14.56 eV
* orbital gap: 8.44 eV
* DFT total energy: -2817.0860 Ha
* ΔE to the lowest compared entry with this formula, charge and spin: 86.7 kcal/mol
* LUMO: -6.1 eV
* net charge: +1
* largest force on an atom: 3.49 eV/Å

Cartesian coordinates (Å):
C -1.528 0.864 -0.012
C 1.108 -0.154 0.336
N -0.654 0.977 0.861
N 0.447 0.755 1.253
N 0.384 -0.568 -0.799
Br 1.352 -1.839 1.607
H -2.331 0.161 -0.247
H -1.431 1.503 -0.867
H 2.109 0.288 0.037
H -0.468 -1.156 -0.581
H 1.011 -0.831 -1.588

# 4
A molecular structure, C30H44BaN4OP2Si in a non-equilibrium geometry, computed with the ωB97M-V functional and the def2-TZVPD basis.

## Properties
* E_HOMO (alpha / beta): -5.30 / -5.30 eV
* orbital gap (alpha / beta): 4.69 / 4.69 eV
* DFT total energy: -2461.3667 Ha
* ΔE to the lowest compared entry with this formula, charge and spin: 0.0 kcal/mol
* LUMO (alpha / beta): -0.6 / -0.6 eV
* net charge: 0
* largest force on an atom: 2.93 eV/Å

Cartesian coordinates (Å):
Ba -0.427 -0.021 0.665
C 1.316 2.262 -0.088
C 0.017 2.692 -0.012
C -0.938 2.787 -1.204
C -1.755 1.591 -1.895
C -1.081 0.281 -2.271
C 0.233 0.123 -2.487
C 1.244 1.238 -2.607
C 2.030 1.825 -1.358
C -0.683 -2.588 -0.060
H 1.821 1.916 0.821
H -0.519 2.583 0.941
H -0.356 3.279 -1.994
H -1.708 3.498 -0.840
H -2.691 1.412 -1.308
H -2.125 1.968 -2.870
H -1.708 -0.610 -2.072
H 0.667 -0.895 -2.490
H 0.759 2.077 -3.125
H 2.020 0.851 -3.294
H 2.885 1.146 -1.133
H 2.495 2.779 -1.668
H 0.134 -2.849 0.655
H -0.518 -2.617 -1.162
H -1.647 -2.251 0.422
P -5.701 3.886 -5.428
P -4.968 5.907 -3.271
N -4.830 3.165 -6.784
N -7.355 3.560 -6.011
N -3.373 6.593 -3.668
N -5.466 7.143 -2.112
C -5.584 5.659 -5.966
C -5.885 6.555 -4.753
C -3.617 2.498 -6.527
C -2.954 2.303 -7.734
C -3.773 2.880 -8.777
C -4.909 3.415 -8.161
C -8.144 2.582 -5.380
C -9.383 2.523 -6.020
C -9.373 3.514 -7.069
C -8.122 4.137 -7.032
C -2.201 5.962 -3.218
C -1.097 6.690 -3.657
C -1.597 7.798 -4.432
C -2.991 7.703 -4.431
C -5.329 8.540 -2.124
C -6.202 9.081 -1.176
C -6.925 7.978 -0.581
C -6.465 6.810 -1.176
H -6.276 5.873 -6.789
H -4.556 5.827 -6.325
H -5.631 7.604 -4.952
H -6.955 6.503 -4.487
H -3.366 2.230 -5.515
H -2.003 1.817 -7.861
H -3.546 2.895 -9.828
H -5.758 3.922 -8.587
H -7.745 2.031 -4.547
H -10.191 1.856 -5.778
H -10.170 3.731 -7.759
H -7.737 4.940 -7.637
H -2.273 5.067 -2.625
H -0.064 6.467 -3.449
H -1.011 8.562 -4.915
H -3.724 8.330 -4.913
H -4.618 9.023 -2.772
H -6.319 10.122 -0.935
H -7.684 8.045 0.179
H -6.731 5.777 -1.030
C 3.273 -1.249 3.266
Si 2.177 -2.376 2.286
C 3.071 -3.479 1.086
C 0.936 -3.304 3.321
O 1.524 -1.176 1.446
H 3.869 -1.920 3.888
H 2.650 -0.569 3.857
H 3.887 -0.666 2.570
H 3.681 -4.135 1.716
H 2.389 -4.071 0.469
H 3.713 -2.880 0.429
H 0.355 -2.618 3.947
H 0.248 -3.913 2.727
H 1.549 -3.953 3.960

# 5
A molecular structure, C5H6O2, computed with the ωB97M-V functional and the def2-TZVPD basis.

## Properties
* E_HOMO: -9.81 eV
* orbital gap: 10.40 eV
* DFT total energy: -344.5374 Ha
* ΔE to the lowest compared entry with this formula, charge and spin: 40.5 kcal/mol
* LUMO: 0.6 eV
* net charge: 0
* largest force on an atom: 0.53 eV/Å

Cartesian coordinates (Å):
O -2.181 -0.961 0.359
C -1.184 -0.318 1.124
C -0.011 0.068 0.283
C 0.766 -0.724 -0.707
C 1.763 0.452 -0.868
C 0.709 1.161 -0.026
O 0.565 -1.753 -1.301
H -1.760 -1.695 -0.109
H -0.830 -0.966 1.943
H -1.643 0.562 1.584
H 1.967 0.797 -1.886
H 2.707 0.298 -0.333
H 0.570 2.214 0.197

# 6
2 unconnected molecules or ions with the total composition C3H6O2P in a non-equilibrium geometry, computed with the ωB97M-V functional and the def2-TZVPD basis.

## Properties
* E_HOMO: -4.11 eV
* orbital gap: 8.05 eV
* DFT total energy: -609.7985 Ha
* ΔE to the lowest compared entry with this formula, charge and spin: 18.7 kcal/mol
* LUMO: 3.9 eV
* net charge: -1
* largest force on an atom: 4.75 eV/Å

Cartesian coordinates (Å):
C -0.038 0.434 -1.296
C -1.004 1.274 -0.445
C -0.818 1.118 0.849
O 2.146 -1.977 2.152
O 0.905 -2.433 0.084
P 1.531 -3.069 1.326
H 0.945 1.101 -1.512
H 0.131 -0.606 -0.953
H -1.739 1.911 -0.757
H -1.379 1.706 1.497
H -0.156 0.307 1.287
H -0.525 0.235 -2.233